{
  "formula": "C76H156F12N6O10S2",
  "method": "ωB97M-V with the def2-TZVPD basis set",
  "symbols": ["S", "S", "F", "F", "F", "F", "F", "F", "F", "F", "F", "F", "F", "F", "O", "O", "O", "O", "O", "O", "O", "O", "O", "O", "N", "N", "N", "N", "N", "N", "C", "C", "C", "C", "C", "C", "C", "C", "C", "C", "C", "C", "C", "C", "C", "C", "C", "C", "C", "C", "C", "C", "C", "C", "C", "C", "C", "C", "C", "C", "C", "C", "C", "C", "C", "C", "C", "C", "C", "C", "C", "C", "C", "C", "C", "C", "C", "C", "C", "C", "C", "C", "C", "C", "C", "C", "C", "C", "C", "C", "C", "C", "C", "C", "C", "C", "C", "C", "C", "C", "C", "C", "C", "C", "C", "C", "H", "H", "H", "H", "H", "H", "H", "H", "H", "H", "H", "H", "H", "H", "H", "H", "H", "H", "H", "H", "H", "H", "H", "H", "H", "H", "H", "H", "H", "H", "H", "H", "H", "H", "H", "H", "H", "H", "H", "H", "H", "H", "H", "H", "H", "H", "H", "H", "H", "H", "H", "H", "H", "H", "H", "H", "H", "H", "H", "H", "H", "H", "H", "H", "H", "H", "H", "H", "H", "H", "H", "H", "H", "H", "H", "H", "H", "H", "H", "H", "H", "H", "H", "H", "H", "H", "H", "H", "H", "H", "H", "H", "H", "H", "H", "H", "H", "H", "H", "H", "H", "H", "H", "H", "H", "H", "H", "H", "H", "H", "H", "H", "H", "H", "H", "H", "H", "H", "H", "H", "H", "H", "H", "H", "H", "H", "H", "H", "H", "H", "H", "H", "H", "H", "H", "H", "H", "H", "H", "H", "H", "H", "H", "H", "H", "H", "H", "H", "H", "H", "H", "H", "H", "H", "H", "H"],
  "positions_angstrom": [[-2.07341, 4.60662, 24.85192], [-1.40126, 8.44346, 30.54746], [-1.76291, 5.60580, 27.21624], [-0.33528, 9.35142, 28.21940], [1.22682, 14.37458, 24.63700], [2.26288, 16.21195, 24.51446], [1.73991, 6.11954, 35.59836], [0.94627, 4.54942, 36.78501], [-2.30573, 8.77407, 27.92632], [1.81931, 6.23886, 37.73677], [-1.87096, 10.59568, 29.03095], [-3.87248, 5.35628, 26.72046], [1.74759, 15.35325, 26.41028], [-2.69524, 7.03488, 25.99162], [-0.31926, 9.12914, 31.32195], [-2.02196, 3.22675, 25.35266], [-1.14593, 6.02145, 35.57898], [-3.07875, 4.83127, 23.78600], [-0.82928, 15.85460, 26.25987], [-0.10994, 17.71636, 25.24374], [-1.11980, 7.07739, 30.18816], [-1.13127, 6.36520, 37.90251], [-2.75440, 8.62170, 31.11257], [-0.73011, 4.99659, 24.50900], [-4.60708, 12.27125, 31.36985], [-0.83989, 2.21644, 33.97349], [-1.46741, 7.71456, 21.44384], [2.05456, 5.39986, 28.40731], [-7.51281, 4.99653, 28.92824], [2.33087, 12.27501, 32.41205], [1.91141, 8.04236, 24.79891], [2.16884, 6.32480, 21.34591], [2.09014, 10.96352, 33.19922], [-1.49716, 14.59278, 26.13942], [-8.57723, 4.50892, 29.96702], [0.67539, 6.36331, 21.40947], [-5.01345, 10.52800, 29.60567], [-1.96168, 10.18316, 24.43866], [-1.28170, 9.48336, 23.24049], [1.59591, 6.51621, 27.43584], [4.57457, 12.53677, 33.68226], [2.84768, 4.98534, 21.74895], [-8.02453, 3.65029, 26.99823], [2.90542, 5.98134, 29.58371], [-1.27517, 13.91884, 27.48920], [-1.96160, 2.54322, 35.01158], [-2.29565, 6.42513, 21.15126], [-2.60859, 10.55770, 34.36803], [-8.57815, 5.05909, 26.73296], [-5.50494, 13.33508, 32.07078], [-1.66842, 6.89567, 34.63589], [-4.56993, 11.81489, 28.89589], [2.84939, 12.13144, 30.93520], [-2.06431, 3.05856, 31.92988], [-2.73461, 6.51729, 19.72594], [-5.55196, 7.27769, 31.21121], [1.32707, 3.04416, 32.67942], [-5.70751, 15.64188, 33.13406], [0.97395, 13.04065, 32.03663], [1.02858, 5.83273, 36.70496], [4.90404, 13.34339, 36.13693], [1.60729, 11.60273, 30.20887], [-9.88424, 5.29601, 29.91629], [2.88527, 4.37236, 27.49978], [-3.10995, 10.15236, 35.72678], [2.14598, 6.94083, 30.41680], [-2.68863, 8.01310, 19.29358], [-2.36368, 6.16780, 33.48114], [-1.36635, 0.20886, 35.30290], [-1.49861, 9.35425, 28.79814], [2.68671, 7.59261, 27.12569], [0.57647, 3.46411, 27.71728], [0.26401, 3.30421, 33.79787], [3.24055, 13.20179, 33.24431], [-6.32659, 5.63947, 29.67721], [5.45669, 13.29586, 34.78322], [1.54386, 11.09256, 34.62035], [-0.36653, 6.50801, 36.73889], [-3.82397, 11.27271, 33.62571], [-6.85180, 6.85209, 30.50232], [-2.47269, 1.20149, 35.45077], [-4.05973, 12.79383, 29.97155], [-0.04302, 16.33185, 25.18525], [-5.46053, 11.09458, 30.98109], [-12.20134, 5.45113, 30.93813], [-2.96435, 4.17028, 29.86300], [-2.68424, 2.80465, 30.57477], [-7.98571, 5.96081, 27.78728], [0.79880, 4.57070, 28.78354], [0.98424, 9.74872, 35.29520], [-4.78483, 14.56711, 32.52118], [-1.41913, 1.84201, 32.62004], [-2.64723, 5.72301, 26.30346], [2.34614, 8.61108, 26.05420], [-0.00227, 7.67188, 20.98197], [-3.35918, 11.81196, 32.27045], [0.43244, 12.37829, 30.76396], [-10.77535, 4.86100, 31.06861], [-0.22433, 0.98471, 34.68915], [-2.32554, 8.70115, 20.58933], [1.87914, 3.32315, 27.01175], [-6.98028, 3.86459, 28.07082], [1.28683, 15.55289, 25.19065], [-1.61236, 7.99671, 22.95461], [2.90158, 7.63406, 31.55845], [2.45405, 4.10110, 32.80780], [-4.28880, 14.92758, 31.62002], [1.87405, 3.48053, 25.93318], [2.91987, 4.05234, 33.79205], [3.33620, 3.94259, 32.18750], [-4.97581, 7.82897, 30.46808], [-2.32542, 9.71970, 36.34760], [-1.58288, 5.66653, 32.90913], [-3.95512, 14.34776, 33.19317], [-1.93311, 9.60478, 25.36211], [-8.66060, 3.43649, 29.79086], [-3.64485, 8.37466, 18.91542], [3.33703, 4.92970, 26.67919], [-2.98200, 12.85537, 30.12246], [-10.37560, 5.09594, 32.05507], [-9.75144, 6.37075, 30.04044], [-4.65218, 10.56409, 33.62863], [0.72512, 3.52445, 34.76067], [5.77822, 14.29152, 34.47764], [-2.03120, 8.16266, 18.43712], [-7.12915, 7.70908, 29.88853], [2.42591, 7.09734, 22.07060], [1.62339, 8.86618, 35.32202], [0.48412, 8.60024, 21.28143], [-2.11994, 5.86500, 19.10562], [-0.85837, 7.44437, 34.15544], [4.46437, 11.52718, 34.07809], [-3.73526, 11.56418, 28.24123], [-10.82887, 3.77520, 30.98931], [-3.88859, 9.39351, 35.64976], [-12.83131, 4.97070, 31.68675], [-3.73616, 6.10241, 19.61246], [-1.64124, 11.19311, 24.69444], [3.19887, 9.25834, 25.84925], [-2.68137, 7.90155, 23.14506], [-4.16292, 9.85150, 29.68946], [6.39725, 12.74501, 34.78773], [0.47522, 1.34462, 35.44360], [3.89951, 5.19338, 21.94515], [-2.57043, 12.56421, 32.26155], [-5.10994, 16.53453, 33.31894], [-5.71294, 7.98003, 32.02907], [3.37660, 14.16531, 32.75319], [0.78824, 11.87700, 34.57830], [0.04252, 13.08654, 30.03290], [3.67691, 4.00275, 28.15153], [2.56165, 13.43345, 34.06500], [-7.56242, 6.59437, 31.28761], [0.33108, 5.83359, 22.29770], [-0.17942, 3.65436, 26.95534], [-5.47306, 10.28202, 31.70751], [0.30554, 13.05520, 32.89751], [-5.84511, 4.82501, 30.21844], [-2.06358, 2.16668, 29.94559], [2.39466, 2.39390, 27.25430], [0.57859, 9.76998, 36.30669], [-1.14539, 7.26413, 23.61292], [-4.94661, 6.48529, 31.65138], [0.35324, 5.67894, 20.62464], [-1.40066, 10.10208, 22.35103], [-12.23127, 6.49296, 31.25719], [-6.45065, 16.09976, 32.48123], [-5.66845, 5.98716, 28.88093], [1.64829, 7.68236, 29.79188], [3.37315, 5.14730, 30.10686], [-0.23448, 7.56994, 36.53162], [-2.06833, 4.79096, 29.85946], [3.77284, 11.56862, 31.07144], [-1.62775, -0.55303, 34.56853], [-1.95640, 13.07224, 27.57462], [-2.75074, 3.13390, 34.54634], [1.52214, 9.19084, 26.47013], [1.02170, 7.44960, 25.01139], [-1.45736, 3.07622, 35.81766], [-2.17450, 9.76420, 33.75973], [0.71909, 6.94947, 27.91706], [-6.47218, 11.45405, 30.79282], [-5.82985, 12.75324, 32.93333], [-0.21988, 9.54700, 23.47836], [-3.25907, 8.93063, 21.10308], [-6.15940, 15.26012, 34.04957], [-2.78453, 1.26257, 36.49342], [2.63848, 4.26327, 20.95968], [-0.54696, 1.42791, 32.11413], [-9.66370, 4.98886, 26.80175], [-0.02485, 7.82857, 19.90352], [-1.75029, 9.58699, 20.32014], [-4.41714, 13.79132, 29.71585], [3.16663, 6.93439, 32.35111], [-3.33465, 0.90730, 34.85197], [-7.09861, 6.41701, 27.34792], [-2.92700, 10.97457, 31.72263], [-1.83270, 11.32160, 34.41839], [-2.82894, 3.48366, 32.58005], [-6.42598, 13.59177, 31.54743], [5.27349, 12.43927, 32.85154], [1.17772, 5.98690, 26.57966], [-12.52480, 5.34964, 29.90220], [1.32702, 10.52907, 32.55346], [0.14861, 9.52448, 34.63222], [1.32302, 6.41691, 30.90295], [-1.19270, -0.24825, 36.27706], [-4.04826, 12.06444, 34.34051], [-8.44702, 5.48335, 25.73752], [0.88030, 4.08016, 29.75351], [0.30970, 0.44562, 33.90666], [3.92389, 13.80722, 36.02623], [-0.37323, 4.14617, 33.52746], [3.04354, 10.44058, 33.12394], [-3.64897, 4.84823, 30.37270], [2.89316, 8.20523, 28.00329], [-2.99459, 10.15586, 24.09160], [0.10790, 2.50790, 27.95009], [1.42666, 10.61974, 30.64383], [1.26455, 14.07525, 31.85429], [1.62878, 11.53591, 29.12113], [5.32039, 14.10651, 36.79449], [3.64447, 7.13508, 26.87782], [-1.05769, 13.83880, 25.48635], [-3.34427, 3.93312, 28.86926], [-1.85848, 5.50285, 21.53384], [-0.45225, 11.76385, 30.93091], [-0.11465, 5.14740, 28.92893], [-2.04067, 0.95646, 32.75270], [-8.18422, 4.48613, 30.98345], [-3.65185, 2.31285, 30.67462], [-3.54368, 11.03421, 36.19830], [-7.70964, 3.16303, 26.07545], [-3.17231, 5.52646, 33.83172], [-6.05968, 4.18787, 27.58493], [-5.32866, 12.41213, 28.39022], [2.42084, 8.37469, 32.19756], [1.64214, 8.76331, 24.02701], [-1.28423, 3.81062, 31.81163], [-10.44114, 5.16653, 28.98828], [-3.16799, 6.46423, 21.80364], [2.61281, 7.33389, 24.35820], [-1.29143, 14.59230, 28.34611], [2.25954, 11.57003, 35.28962], [2.06412, 5.09333, 32.58079], [-5.81894, 10.10495, 29.00538], [0.90440, 3.18224, 31.68424], [2.36459, 4.56259, 22.62986], [-2.33603, 7.67442, 35.00461], [-8.78154, 2.96672, 27.38267], [-2.72243, 6.86542, 32.72437], [-0.61186, 16.06154, 24.29561], [-8.64688, 6.73575, 28.17513], [2.50844, 6.75589, 20.40414], [3.76289, 6.49861, 29.15328], [-2.52856, 14.64465, 25.79068], [1.82461, 2.09454, 32.48247], [-0.23018, 13.61492, 27.42817], [-6.64027, 3.06032, 28.72324], [4.78726, 12.43073, 36.72133], [3.75801, 8.07862, 31.05149], [3.08034, 13.15621, 30.64431]],
  "forces_ev_per_angstrom": [[-1.58, -2.51, -1.81], [-0.12, 1.22, 0.97], [1.34, -0.37, 2.56], [2.07, 0.28, -0.44], [-0.55, -2.50, -1.17], [-0.16, 0.00, 0.06], [0.30, 0.23, -1.05], [-0.10, -2.88, 0.00], [-1.10, -0.12, 0.21], [-0.47, 0.08, -0.39], [-0.35, 1.04, -0.09], [0.16, 0.09, 0.32], [0.69, -0.22, 1.71], [-0.33, -0.26, -0.41], [-1.76, -0.76, -1.66], [-0.96, 1.44, 0.67], [0.19, -1.62, -0.59], [1.08, 0.36, 1.70], [-1.18, -2.25, 1.11], [1.74, -3.18, 0.09], [0.40, -0.39, -0.40], [2.89, -0.22, -3.15], [1.27, 0.44, -0.73], [0.86, 1.84, 0.13], [0.50, 1.06, -1.12], [0.46, -0.66, 1.35], [-1.27, -0.52, 0.28], [0.14, -0.44, -1.08], [0.98, 0.53, -0.41], [-0.65, 2.20, -0.53], [-1.26, -1.62, -1.85], [0.67, 1.19, 1.18], [-0.46, 0.20, -1.30], [1.00, 0.40, 0.76], [0.15, 0.11, -1.11], [-0.94, -1.43, -1.77], [0.39, 1.72, 0.23], [-1.18, -1.31, -0.70], [2.24, 0.24, 0.89], [0.03, 0.37, 0.70], [0.79, 0.97, 0.70], [-1.17, 0.99, -0.60], [-0.35, -0.64, -0.08], [0.52, -0.63, -1.13], [0.11, 0.10, -0.21], [0.83, 0.57, -0.77], [-0.16, 0.30, 1.10], [-0.86, 0.91, -1.30], [-1.48, -0.30, -0.10], [0.36, -1.63, 1.44], [0.39, 0.62, -0.75], [1.15, 0.53, 0.41], [-0.48, 0.02, 1.60], [0.40, -0.73, 0.39], [-0.10, -0.69, -1.34], [0.02, 1.17, 0.02], [0.42, 0.80, -0.65], [0.67, 0.18, -0.27], [0.67, -0.32, 0.69], [-0.69, 2.20, 1.37], [-1.90, 1.20, 1.50], [0.43, -1.36, 0.74], [0.06, 0.09, 0.63], [-0.60, 1.21, 1.48], [0.26, -0.28, 0.19], [-2.20, 0.38, 1.64], [-0.15, -1.42, -0.02], [0.66, 0.32, 0.14], [0.25, -0.73, -0.68], [-0.04, -1.58, 2.27], [0.19, -0.57, 0.40], [-0.85, 0.69, -1.06], [-0.88, -0.66, -0.69], [-0.41, -0.71, 0.53], [-2.46, 0.63, -0.81], [0.79, -0.88, -1.79], [0.43, 0.09, 1.35], [-3.60, 0.88, 3.36], [1.99, 0.03, 0.84], [2.45, -1.11, 0.91], [-1.30, 0.32, 0.32], [0.10, -0.53, 0.85], [-2.00, 4.65, -1.13], [-0.53, -1.27, -0.98], [0.94, -0.14, 0.75], [0.52, -0.79, 0.30], [-0.70, 1.05, -0.25], [-0.14, -0.39, 0.78], [-0.80, -0.95, 0.41], [-0.36, 0.77, -1.73], [0.34, 0.61, -0.87], [0.61, -0.07, 0.46], [-0.52, -0.26, -3.15], [0.07, 0.86, 1.21], [-0.67, 0.16, 0.41], [-1.91, -0.99, -0.60], [-0.55, 0.87, -0.04], [-0.89, -0.28, -0.36], [0.53, 0.42, -0.70], [1.06, 0.43, -0.50], [2.56, -0.14, -0.37], [0.76, 0.01, -0.06], [0.47, 3.21, -0.25], [-1.21, 1.91, -0.38], [0.80, -0.42, -0.37], [-0.01, -0.23, 0.39], [0.03, 0.61, -0.04], [-0.63, -0.55, 0.00], [-0.44, 0.38, 0.31], [-0.36, -0.36, -0.60], [0.48, -0.25, 0.25], [-0.04, 0.15, 0.13], [-0.17, -0.66, 0.17], [-0.20, -0.17, 0.29], [0.19, -0.24, -0.07], [-0.63, 0.07, -0.51], [-0.13, -0.07, 0.34], [-0.04, 0.11, 0.26], [-0.04, -0.15, -0.38], [0.28, 0.07, -0.08], [0.49, 0.10, -0.16], [-0.03, 0.14, -0.49], [-0.20, -0.29, 0.00], [-0.43, 0.12, -0.33], [0.47, 0.08, 0.41], [-0.53, -0.39, -0.09], [0.72, 0.05, 0.24], [0.50, 0.32, -0.44], [-0.08, -0.06, 0.82], [0.18, 0.29, -0.23], [0.38, 0.36, -0.15], [-0.42, 0.06, 0.02], [-0.36, 0.40, -0.36], [-0.24, -0.20, 0.30], [-0.08, -0.01, -0.04], [-0.33, -0.31, -0.52], [-0.03, 0.06, 0.18], [0.15, -0.06, -0.60], [0.07, 0.16, 0.58], [-0.11, -0.27, -0.12], [-0.28, -0.06, 0.10], [0.09, -0.19, -0.10], [-0.01, 0.24, -0.21], [-0.03, -0.49, -0.24], [-0.56, 0.46, 0.33], [0.26, -0.23, 0.63], [-0.24, 0.06, 0.02], [0.18, -0.29, -0.49], [-0.65, -0.36, 0.12], [0.40, 0.59, 0.16], [-0.11, -0.16, -0.06], [0.47, -0.01, 0.49], [-0.38, -0.07, -0.52], [-0.28, 0.83, 0.52], [-0.02, 1.26, -0.05], [0.07, 0.53, 0.35], [0.09, -0.27, -0.04], [-0.13, 0.34, 0.35], [0.10, 0.09, -0.09], [-0.33, -0.34, -0.42], [0.16, 0.94, -0.02], [0.50, -0.07, -0.56], [-0.11, -0.19, -0.27], [-0.27, -0.41, -0.15], [-0.23, -0.11, 0.10], [0.21, 0.21, -0.40], [-0.33, -0.81, -0.30], [0.23, -0.02, 0.21], [0.12, 0.10, -0.04], [-0.54, -0.22, 0.20], [0.62, 0.56, -0.29], [0.19, -0.19, -0.54], [-0.20, -0.36, -0.81], [-0.21, -0.32, 0.40], [0.09, -0.30, 0.41], [0.45, 0.29, 0.18], [0.10, 0.52, -0.10], [-0.34, -0.13, -0.42], [-0.16, 0.31, -0.11], [-0.26, -0.30, 0.02], [0.12, 0.34, 0.07], [-0.01, 0.19, 0.52], [-0.28, 0.15, 0.23], [0.30, -0.08, -0.37], [0.44, 0.06, 0.49], [-0.07, 0.29, -0.01], [-0.22, 0.12, -0.13], [0.64, -0.12, -0.08], [-0.06, 0.34, -0.56], [-0.08, 0.21, 0.26], [-0.07, -0.67, -0.18], [-0.04, 0.14, 0.73], [-0.07, 0.01, 0.64], [0.72, -0.38, -0.42], [-0.12, 0.04, 0.13], [0.23, 0.01, 0.55], [-0.20, -0.15, -0.31], [0.24, 0.08, 0.34], [0.11, 0.08, 0.02], [0.40, -0.32, -0.81], [-0.31, 0.05, -0.39], [0.38, 0.00, -0.25], [-0.48, -0.05, 0.27], [0.11, -0.78, 0.32], [-0.19, -0.57, 0.16], [-0.34, -0.14, -0.20], [0.64, -0.12, -0.36], [-0.45, 0.27, -0.30], [0.58, -0.28, 0.01], [0.95, 0.21, 0.13], [0.18, -0.11, 0.27], [-0.67, -0.33, 0.21], [0.67, 0.40, 0.11], [-0.27, -0.23, 0.04], [-0.38, -0.44, 0.30], [-0.12, -0.30, 0.35], [-0.49, 0.65, 0.67], [0.68, -0.13, 1.41], [0.31, -0.52, -0.75], [0.20, -0.11, -0.01], [0.31, 0.16, 0.18], [0.82, -0.26, -0.09], [0.01, -0.36, -0.11], [0.47, 0.46, -0.79], [0.17, 0.44, -0.13], [0.66, 0.23, -0.47], [0.37, -0.48, 0.39], [0.50, 0.77, -0.36], [-0.52, 0.33, 0.17], [0.51, 0.75, -0.15], [0.04, -0.36, 0.12], [0.08, -0.12, 0.35], [0.63, 0.11, 0.24], [0.09, -0.22, -0.11], [0.07, 0.51, 0.15], [-0.26, -0.81, -0.37], [-0.79, 0.24, -0.97], [0.16, 0.13, 0.13], [-0.09, 0.06, -0.05], [0.19, -0.22, -0.12], [0.05, 0.56, 0.09], [0.30, 0.05, -0.01], [-0.61, 0.17, -0.05], [0.49, -0.26, -0.06], [0.08, 0.04, 0.39], [-0.11, -0.34, 0.51], [-0.58, 0.32, 0.02], [0.08, 0.21, 0.26], [-0.23, -0.15, 0.71], [-0.36, 0.27, 0.03], [-0.38, 0.31, 0.35], [0.21, -0.92, -0.92], [0.13, -0.21, 0.01], [0.22, -0.45, -0.24], [-0.09, -0.09, -0.54], [-0.37, 0.56, 0.33], [-0.33, -0.58, 1.25], [0.03, -0.49, 0.27], [-0.61, -0.31, -0.07], [0.16, -0.18, -0.37], [0.54, 0.18, 0.72], [0.17, -0.05, -0.01]],
  "multiplicity": 1,
  "energy_ev": -165014.8721,
  "total_charge": 2,
  "homo_lumo_gap_ev": 3.63
}